Entry 1:
Here is an isolated ion of composition C4H7O4P and charge -2 in a non-equilibrium geometry from OMol25. Energies are from ωB97M-V/def2-TZVPD.

Geometry (Å):
C1 -0.256201 0.605043 -0.741465
C2 0.178574 0.243233 0.605321
C3 1.215288 -0.925114 0.854764
C4 -1.631363 0.893721 -0.247725
O1 -3.245248 -0.815947 -1.586843
O2 -2.564583 -1.621506 0.754784
O3 -4.031530 0.502301 0.528870
O4 -1.916099 2.079169 0.198198
P1 -2.853427 -0.467270 -0.137472
H1 0.439483 1.438231 -1.228268
H2 -0.177743 -0.155356 -1.487657
H3 0.576715 1.202705 1.075295
H4 0.893864 -2.029012 0.522787
H5 1.602462 -1.067857 1.835075
H6 2.014944 -0.766710 0.164621
H7 -3.456171 1.448086 0.574566

Atoms 1-3, force components in eV/Å:
1.941 1.390 -1.532
1.242 -0.006 2.051
-2.614 -1.382 -2.266

- Multiplicity: 1
- Frontier orbital gap (alpha / beta): 5.3499 / 5.3492 eV
- LUMO level (alpha / beta): 0.2537 / 0.2537 Eh
- E_HOMO (alpha / beta): 1.6 / 1.6 eV
- Charge: -2
- E_tot: -21738.87993 eV

These are the natural (NBO) partial charges, in e, on atoms 1 to 8: -0.5145, -0.4493, -0.6181, 0.1330, -1.2157, -1.1759, -1.0888, -0.7793



Entry 2:
Here is C4H7O4Y as an isolated structure in a non-equilibrium geometry from OMol25. Energies are from ωB97M-V/def2-TZVPD.

Geometry (Å):
O1 -0.564746 -1.067261 1.279148
C1 -0.289690 0.303478 1.485528
C2 0.083740 0.925423 0.151635
O2 1.019680 0.052838 -0.479064
C3 1.589627 0.582605 -1.666431
Y1 0.768125 -2.265260 -0.071843
H1 0.533172 0.399831 2.208554
H2 -1.158090 0.829957 1.908801
H3 0.538705 1.916642 0.296135
H4 -0.798758 1.021049 -0.502896
H5 2.154061 1.496852 -1.435399
H6 2.266639 -0.175036 -2.075930
H7 0.801017 0.805093 -2.400387
O3 -1.753892 -2.333641 -0.266125
C4 -2.099344 -1.527071 0.601030
O4 -3.090246 -0.965500 0.967243

Atoms 1-3, force components in eV/Å:
-0.152 -0.607 -0.360
-0.036 0.555 0.192
-0.712 0.705 0.397

- Multiplicity: 2
- ⟨S²⟩: 0.75
- Frontier orbital gap (alpha / beta): 6.3937 / 9.9450 eV
- LUMO level (alpha / beta): -0.1646 / -0.1790 Eh
- E_HOMO (alpha / beta): -10.9 / -14.8 eV
- Charge: +1
- E_tot: -13487.01070 eV

These are the natural (NBO) partial charges, in e, on atoms 1 to 8: -0.8407, -0.1029, -0.1041, -0.6570, -0.2626, 1.7535, 0.2028, 0.2376



Entry 3:
Here is one molecule with the formula C4H7OP in a non-equilibrium geometry from OMol25. Energies are from ωB97M-V/def2-TZVPD.

Geometry (Å):
C1 -0.655374 0.218235 0.851778
C2 0.130570 0.050276 -0.413917
C3 -1.061696 1.364999 1.528802
C4 0.328483 -1.392449 -1.273358
O1 2.175928 -1.733389 1.080692
P1 1.696386 -0.963034 -0.096662
H1 -0.685242 -0.742781 1.304198
H2 0.184541 1.010873 -0.974212
H3 -1.074694 2.393515 1.008327
H4 -1.658672 1.485197 2.463139
H5 0.471726 -1.209733 -2.255822
H6 -0.179357 -2.308237 -1.193186
H7 2.879017 -0.353421 -0.835979

Atoms 1-3, force components in eV/Å:
-0.441 1.745 1.100
0.821 -0.172 0.486
-0.308 0.006 -2.513

- Multiplicity: 1
- Frontier orbital gap: 9.9327 eV
- LUMO level: 0.0346 Eh
- E_HOMO: -9.0 eV
- SMILES: C=C[C@@H]1C[P@@H]1=O
- E_tot: -15594.87633 eV

These are the natural (NBO) partial charges, in e, on atoms 1 to 8: -0.1943, -0.5282, -0.4124, -0.7206, -1.0311, 1.6063, 0.1986, 0.2499



Entry 4:
Here is C4H7OPm as an isolated structure in a non-equilibrium geometry from OMol25. Energies are from ωB97M-V/def2-TZVPD.

Geometry (Å):
C1 -0.453592 1.210155 0.338416
C2 -0.055943 -0.022020 -0.508669
C3 0.820923 -1.076184 0.094709
O1 2.143451 -0.693258 0.216783
Pm1 2.904754 0.372768 -1.535979
H1 -0.042690 1.359692 1.345373
H2 0.026483 0.138727 -1.588496
H3 -0.703207 2.108430 -0.235309
H4 0.729635 -2.030072 -0.450869
C4 -1.436805 0.056676 0.301027
H5 -1.672293 -0.352206 1.284133
H6 -2.323089 0.207790 -0.317214
H7 0.062370 -1.280503 1.056094

Atoms 1-3, force components in eV/Å:
-0.331 -0.412 0.172
-0.659 0.252 1.688
-3.003 -0.140 1.548

- Multiplicity: 5
- ⟨S²⟩: 6.42
- Frontier orbital gap (alpha / beta): 5.4608 / 7.5696 eV
- LUMO level (alpha / beta): -0.4508 / -0.3793 Eh
- E_HOMO (alpha / beta): -17.7 / -17.9 eV
- Charge: +2
- E_tot: -22841.25131 eV

These are the Mulliken partial charges, in e, on atoms 1 to 8: -0.3523, -0.3806, -0.3448, -0.5366, 2.0674, 0.2686, 0.5785, 0.3088



Entry 5:
Here is a 2-piece molecular cluster, C4H7S overall from OMol25. Energies are from ωB97M-V/def2-TZVPD.

Geometry (Å):
S1 -1.143616 1.985894 -0.944705
H1 -0.122606 2.252971 -1.766549
C1 -0.938906 -1.560425 -0.278423
C2 0.191168 -0.897281 -0.022177
C3 1.180214 -1.389130 0.943467
C4 2.054035 -0.569399 1.531096
H2 -1.066732 -2.617310 -0.050674
H3 -1.733544 -1.009062 -0.775331
H4 0.188409 0.174253 -0.336751
H5 1.097006 -2.451004 1.182202
H6 2.709641 -0.955393 2.307080
H7 2.067380 0.479505 1.254174

Atoms 1-3, force components in eV/Å:
-0.278 0.363 -0.033
0.111 0.056 -0.128
0.341 0.065 -0.445

- Multiplicity: 1
- Frontier orbital gap: 6.4741 eV
- LUMO level: 0.1421 Eh
- E_HOMO: -2.6 eV
- Charge: -1
- E_tot: -15096.21286 eV

These are the natural (NBO) partial charges, in e, on atoms 1 to 8: -1.0302, 0.0864, -0.3989, -0.2618, -0.2013, -0.4222, 0.1600, 0.2279



Entry 6:
Here is one molecule with the formula C4H8 from OMol25. Energies are from ωB97M-V/def2-TZVPD.

Geometry (Å):
C1 -0.540310 1.024311 -0.042159
C2 0.918706 0.470820 0.118518
C3 0.541388 -1.026099 0.031434
C4 -0.920406 -0.473662 -0.106404
H1 -0.740893 1.637386 -0.942461
H2 -0.932342 1.617967 0.806102
H3 1.533832 0.786424 -0.713676
H4 1.310991 0.730199 1.093928
H5 0.935367 -1.598639 -0.830307
H6 0.739916 -1.659187 0.917224
H7 -1.337793 -0.749714 -1.065890
H8 -1.514826 -0.774592 0.747497

Atoms 1-3, force components in eV/Å:
0.655 -0.446 0.060
0.429 0.750 0.061
-0.682 0.445 -0.072

- Multiplicity: 1
- Frontier orbital gap: 11.0090 eV
- LUMO level: 0.0485 Eh
- E_HOMO: -9.7 eV
- SMILES: C1CCC1
- E_tot: -4276.47805 eV

These are the natural (NBO) partial charges, in e, on atoms 1 to 8: -0.4187, -0.3893, -0.4187, -0.3892, 0.1988, 0.1989, 0.2051, 0.2052



Entry 7:
Here is a 2-piece molecular cluster, C4H8 overall in a non-equilibrium geometry from OMol25. Energies are from ωB97M-V/def2-TZVPD.

Geometry (Å):
C1 -0.277293 2.071148 4.028897
C2 -1.565516 1.955423 3.968767
H1 0.161055 2.965318 3.639210
H2 0.365716 1.393159 4.436619
H3 -2.366074 2.792844 3.610778
H4 -2.017172 0.897564 4.173679
C3 1.517806 -1.868927 -4.270185
C4 0.352368 -2.184111 -3.686372
H5 1.362137 -1.547617 -5.380341
H6 2.500630 -1.928690 -4.020530
H7 -0.591732 -1.835761 -3.998810
H8 0.421249 -2.578015 -2.707241

Atoms 1-3, force components in eV/Å:
-0.134 2.553 -1.093
-4.610 -1.196 -0.674
0.431 0.624 0.171

- Multiplicity: 2
- ⟨S²⟩: 0.75
- Frontier orbital gap (alpha / beta): 5.3074 / 1.1253 eV
- LUMO level (alpha / beta): -0.2401 / -0.3938 Eh
- E_HOMO (alpha / beta): -11.8 / -11.8 eV
- Charge: +1
- E_tot: -4264.32875 eV

These are the natural (NBO) partial charges, in e, on atoms 1 to 8: -0.4029, -0.3790, 0.1883, 0.1938, 0.2094, 0.1904, 0.0270, 0.0243



Entry 8:
Here is C4H8AgF3O5S as an isolated structure in a non-equilibrium geometry from OMol25. Energies are from ωB97M-V/def2-TZVPD.

Geometry (Å):
O1 -0.594683 0.145943 1.731544
O2 -2.434577 -0.804692 1.510913
C1 -2.707681 -1.102241 0.209283
O3 -2.601154 0.154125 -0.511090
C2 -2.498461 0.117514 -1.922970
Ag1 -2.091698 1.264463 1.104226
H1 -3.726486 -1.494176 0.048162
H2 -1.939534 -1.780058 -0.205074
H3 -2.707467 1.131345 -2.277203
H4 -1.477327 -0.153130 -2.225969
H5 -3.207514 -0.622016 -2.320516
S1 1.357008 0.501636 1.329494
O4 1.641592 -0.598098 0.416292
O5 2.550478 0.904091 2.289800
C3 1.350987 2.053022 0.264950
F1 2.120466 1.880958 -0.779418
F2 0.081220 2.215492 -0.154338
F3 1.729621 3.103992 0.945941
C4 3.248194 -0.137212 3.016250
H6 4.306714 -0.012471 2.772717
H7 2.993952 -1.176087 2.781426
H8 2.982522 0.018699 4.066075

Atoms 1-3, force components in eV/Å:
6.655 -0.352 0.823
-1.233 0.142 0.668
0.361 -0.839 -2.044

- Multiplicity: 2
- ⟨S²⟩: 0.78
- Frontier orbital gap (alpha / beta): 8.4709 / 6.6464 eV
- LUMO level (alpha / beta): -0.1981 / -0.2543 Eh
- E_HOMO (alpha / beta): -13.9 / -13.6 eV
- Charge: +1
- E_tot: -37485.99116 eV

These are the natural (NBO) partial charges, in e, on atoms 1 to 8: -0.8138, -0.3797, 0.1900, -0.6428, -0.2504, 1.1445, 0.1823, 0.1625